Entry 1:
97
Properties=species:S:1:pos:R:3:mulliken_charge:R:1 method="wB97M-V/def2-TZVPD" homo_energy_ev=-3.8215 de_lowest_kcal_mol=0.0 gap_ev=6.04 lumo_ev=2.22 charge=-1
Bi -0.568 1.606 -0.146 1.15
O 1.538 1.604 0.247 -0.68
C 2.554 1.190 -0.623 2.47
C 2.189 0.099 -1.710 -1.06
C 1.822 -1.182 -1.038 -0.77
C 2.699 -2.259 -0.905 -0.63
C 2.357 -3.345 -0.085 -1.31
C 1.176 -3.271 0.633 -0.47
C 0.362 -2.151 0.450 -0.73
C -0.938 -1.930 1.160 -0.45
C -0.930 -0.777 2.213 2.21
O -0.490 0.442 1.736 -0.49
C -2.366 -0.669 2.767 -0.03
C -3.088 -1.823 3.159 -0.18
C -4.486 -1.772 3.403 -0.80
C -5.148 -0.546 3.335 -0.46
C -4.432 0.610 3.033 -1.02
C -3.048 0.553 2.809 -0.42
C -0.014 -1.105 3.440 0.29
C 0.000 -2.374 4.040 -0.18
C 0.718 -2.577 5.233 -1.02
C 1.458 -1.541 5.758 -0.53
C 1.422 -0.272 5.176 -0.98
C 0.674 -0.056 4.028 -0.50
N 0.639 -1.173 -0.410 1.46
C 3.167 2.434 -1.341 0.25
C 3.212 2.654 -2.700 -0.10
C 3.928 3.689 -3.220 -0.69
C 4.575 4.588 -2.404 -0.53
C 4.407 4.479 -1.018 -0.78
C 3.700 3.398 -0.504 -0.46
C 3.704 0.607 0.251 -0.35
C 3.442 0.246 1.578 0.08
C 4.402 -0.378 2.382 -0.50
C 5.685 -0.580 1.879 -0.51
C 5.995 -0.191 0.568 -0.82
C 5.022 0.403 -0.214 -0.31
H 1.393 0.478 -2.316 0.34
H 3.041 -0.072 -2.395 0.73
H 3.654 -2.191 -1.396 0.55
H 3.028 -4.185 0.023 0.40
H 0.893 -4.076 1.297 0.45
H -1.666 -1.682 0.370 -0.35
H -1.323 -2.872 1.553 0.87
H -2.609 -2.796 3.283 0.09
H -5.003 -2.703 3.683 0.34
H -6.226 -0.489 3.509 0.35
H -4.914 1.552 2.985 0.51
H -2.562 1.474 2.532 0.76
H -0.526 -3.235 3.682 0.31
H 0.771 -3.569 5.687 0.37
H 2.108 -1.720 6.607 0.39
H 1.976 0.545 5.630 0.41
H 0.612 0.928 3.547 0.40
H 2.704 1.989 -3.401 0.33
H 3.959 3.881 -4.285 0.41
H 5.113 5.393 -2.902 0.34
H 4.834 5.220 -0.372 0.43
H 3.552 3.284 0.549 0.46
H 2.428 0.463 1.928 -0.20
H 4.118 -0.634 3.391 0.51
H 6.453 -1.031 2.512 0.36
H 7.001 -0.355 0.174 0.39
H 5.281 0.737 -1.237 0.29
N -5.797 1.052 -0.587 0.16
C -5.632 2.390 -0.803 -0.76
C -4.324 2.555 -1.243 -0.45
N -3.731 1.305 -1.344 0.02
C -4.625 0.440 -0.928 -0.36
C -4.456 -1.013 -0.888 0.45
N -4.337 -1.823 -1.916 -0.64
C -4.171 -3.060 -1.423 -0.75
C -4.162 -3.031 -0.047 -0.23
N -4.377 -1.706 0.257 0.15
H -6.586 0.551 -0.222 0.24
H -6.396 3.127 -0.618 0.43
H -3.827 3.474 -1.572 0.36
H -4.012 -3.932 -2.037 0.44
H -3.988 -3.783 0.687 0.47
H -4.445 -1.319 1.173 0.29
Se -1.289 3.712 1.149 -0.44
Te 0.657 5.257 0.908 -0.23
Te 0.419 5.621 -1.826 -0.17
Se -0.384 3.401 -2.523 -0.51
N -2.220 0.977 -4.125 -0.35
C -1.310 0.036 -4.566 0.77
C -0.875 0.010 -5.898 -0.95
C 0.129 -0.875 -6.210 -0.28
C 0.685 -1.736 -5.242 -1.04
C 0.091 -1.651 -3.998 -0.14
N -0.841 -0.785 -3.625 0.13
H -2.178 1.900 -4.539 0.29
H -2.423 1.018 -3.120 -0.04
H -1.383 0.620 -6.619 0.45
H 0.448 -0.939 -7.240 0.40
H 1.499 -2.428 -5.407 0.47
H 0.408 -2.329 -3.207 0.44

=====

Entry 2:
11
Properties=species:S:1:pos:R:3:mulliken_charge:R:1 method="wB97M-V/def2-TZVPD" homo_energy_ev=-8.9172 de_lowest_kcal_mol=23.3 gap_ev=9.45 lumo_ev=0.53 charge=0
N 2.543 -0.938 0.079 -0.50
C 1.559 0.104 -0.101 0.63
O 1.708 1.288 0.026 -0.50
S 0.011 -0.764 -0.425 -0.19
C -1.044 0.705 -0.357 -0.04
N -2.285 0.782 -0.103 -0.32
S -3.320 -0.519 0.032 -0.13
H 3.577 -0.842 0.410 0.26
H 2.076 -1.801 0.466 0.21
H -0.436 1.641 -0.397 0.38
H -4.389 0.343 0.370 0.18

=====

Entry 3:
10
Properties=species:S:1:pos:R:3:mulliken_charge:R:1 method="wB97M-V/def2-TZVPD" homo_energy_ev=-7.8989 de_lowest_kcal_mol=74.0 gap_ev=8.20 lumo_ev=0.30 charge=0
O -2.350 -0.977 0.958 -0.46
C -1.499 -0.276 0.164 -0.17
C -0.314 -0.680 -0.240 0.15
C 0.938 -0.728 -0.494 -0.28
C 2.062 -0.037 -0.357 -0.06
O 2.002 1.320 -0.442 -0.44
H -3.147 -0.452 1.080 0.35
H -1.815 0.715 -0.164 0.29
H 3.063 -0.413 -0.195 0.34
H 1.061 1.528 -0.310 0.28

=====

Entry 4:
106
Properties=species:S:1:pos:R:3:mulliken_charge:R:1 method="wB97M-V/def2-TZVPD" homo_energy_ev=-10.7266 de_lowest_kcal_mol=1.4 gap_ev=11.28 lumo_ev=0.55 charge=0
C 3.343 -3.973 -3.256 -0.77
O 2.076 -3.330 -3.066 -0.12
P 0.701 -4.023 -2.664 0.78
O 0.616 -5.436 -2.989 -0.78
O 0.749 -3.669 -1.078 -0.12
C -0.070 -4.521 -0.148 -0.62
O -0.324 -3.137 -3.423 -0.36
C -0.540 -1.747 -2.996 -0.54
H 3.759 -3.654 -4.183 0.23
H 3.199 -5.086 -3.377 0.31
H 4.043 -3.760 -2.411 0.29
H -0.223 -5.539 -0.537 0.39
H -1.011 -4.009 -0.058 0.19
H 0.542 -4.692 0.761 0.23
H 0.310 -1.252 -2.428 0.15
H -1.437 -1.738 -2.417 0.35
H -0.638 -1.222 -3.966 0.33
C 3.071 -1.146 4.089 -0.53
O 2.233 -2.353 3.880 -0.23
P 1.694 -3.109 5.154 1.06
O 0.654 -2.568 5.993 -0.72
O 1.293 -4.510 4.502 -0.32
C 0.104 -5.207 4.981 -0.49
O 3.130 -3.317 5.912 -0.33
C 3.155 -3.323 7.419 -0.58
H 4.078 -1.534 4.065 0.26
H 2.858 -0.652 5.064 0.31
H 2.801 -0.447 3.312 0.15
H 0.486 -6.221 5.094 0.31
H -0.640 -5.201 4.175 0.03
H -0.312 -4.694 5.891 0.34
H 4.216 -3.134 7.680 0.23
H 2.841 -4.358 7.681 0.24
H 2.326 -2.641 7.774 0.29
C -3.158 -3.578 3.197 -0.90
C -3.151 -2.465 4.270 -0.26
C -3.459 -1.089 3.643 -0.04
C -4.807 -0.819 3.227 0.26
N -5.882 -0.546 2.952 -0.53
H -2.256 -3.534 2.537 0.08
H -4.095 -3.539 2.578 0.33
H -2.985 -4.595 3.560 0.35
H -2.235 -2.418 4.843 0.27
H -3.964 -2.751 5.003 0.26
H -2.774 -0.940 2.852 -0.20
H -3.177 -0.335 4.319 0.38
C 4.210 3.096 0.321 -0.94
C 3.898 4.270 -0.582 -0.37
C 3.308 3.633 -1.943 0.84
C 4.382 2.821 -2.543 0.14
N 5.278 2.228 -2.980 -0.56
H 4.795 2.342 -0.178 0.38
H 3.249 2.644 0.612 0.07
H 4.706 3.413 1.234 0.37
H 4.817 4.836 -0.817 0.33
H 3.124 4.916 -0.116 0.22
H 3.022 4.396 -2.692 0.40
H 2.520 3.013 -1.614 -0.82
C -5.783 -0.916 -3.617 -1.14
C -5.784 0.182 -2.573 -0.27
C -5.946 -0.326 -1.137 -0.42
C -4.786 -1.072 -0.567 0.11
N -3.732 -1.495 -0.366 -0.36
H -5.012 -1.598 -3.295 0.27
H -5.614 -0.556 -4.654 0.33
H -6.692 -1.526 -3.678 0.33
H -6.617 0.832 -2.775 0.33
H -4.886 0.827 -2.617 0.23
H -6.728 -1.076 -1.121 0.32
H -6.180 0.477 -0.437 0.29
C 3.549 1.176 -6.961 -1.08
C 2.940 -0.172 -6.496 -0.60
C 2.654 -0.174 -4.989 0.22
C 1.825 0.924 -4.408 0.15
N 1.281 1.763 -3.822 -0.53
H 2.829 1.943 -7.070 0.32
H 4.136 1.094 -7.859 0.36
H 4.251 1.462 -6.134 0.26
H 3.630 -1.009 -6.586 0.33
H 2.014 -0.366 -7.029 0.33
H 3.578 -0.034 -4.370 0.28
H 2.195 -1.121 -4.691 -0.03
C -0.667 8.384 1.259 -1.12
C -1.892 7.692 0.604 -0.58
C -1.890 6.187 0.632 -0.41
C -0.650 5.582 0.194 0.33
N 0.291 5.022 -0.212 -0.47
H 0.197 8.109 0.646 0.31
H -0.355 8.240 2.323 0.29
H -0.742 9.458 1.113 0.35
H -1.983 8.030 -0.406 0.29
H -2.769 8.035 1.126 0.34
H -2.654 5.713 -0.017 0.34
H -2.117 5.716 1.559 0.36
C 0.160 0.051 0.824 -0.58
C 0.198 1.486 0.324 0.77
C -0.981 1.826 -0.642 0.37
C -2.161 2.405 0.020 -0.22
N -3.015 2.996 0.481 -0.62
H -0.758 -0.201 1.435 0.00
H 0.929 -0.360 1.451 0.16
H 0.058 -0.685 0.003 -0.02
H 1.056 1.732 -0.325 -0.54
H 0.242 2.103 1.204 0.38
H -1.430 0.912 -1.051 -0.16
H -0.640 2.535 -1.406 0.41

=====

Entry 5:
116
Properties=species:S:1:pos:R:3:mulliken_charge:R:1 method="wB97M-V/def2-TZVPD" homo_energy_ev=-8.6006 de_lowest_kcal_mol=0.0 gap_ev=8.64 lumo_ev=0.04 charge=0
C -0.821 -3.803 -2.663 -0.61
O 0.431 -4.110 -2.079 -0.63
H -1.667 -4.189 -2.085 0.22
H -0.957 -2.733 -2.833 0.08
H -1.050 -4.308 -3.604 0.36
H 0.424 -3.700 -1.197 0.59
C -1.382 4.292 0.647 -0.42
O -2.792 4.152 0.408 -0.61
H -1.172 4.509 1.695 0.16
H -0.862 3.373 0.382 0.05
H -0.982 5.115 0.056 0.43
H -2.975 4.660 -0.386 0.28
C -0.749 0.271 -0.315 0.23
O -0.641 -0.523 0.892 3.14
H -1.736 0.711 -0.474 -0.12
H 0.079 0.976 -0.385 -0.64
H -0.727 -0.355 -1.209 -0.18
H -0.595 0.109 1.625 -1.11
C -2.873 2.585 -3.052 -0.08
O -3.451 1.528 -3.782 -0.66
H -2.636 3.473 -3.642 0.34
H -3.614 2.884 -2.305 0.14
H -1.914 2.270 -2.631 -0.20
H -3.364 0.740 -3.220 0.68
C -0.628 2.313 3.500 -0.24
O -0.119 1.475 2.759 0.10
N -0.017 3.312 4.125 -0.35
N -1.942 2.277 3.728 -0.19
H 0.931 3.557 3.852 0.27
H -0.634 3.992 4.529 0.16
H -2.579 1.749 3.142 0.00
H -2.409 2.901 4.364 0.20
C 2.560 -1.240 3.846 0.54
O 1.741 -1.707 4.642 -0.64
N 3.819 -1.644 3.711 -0.41
N 2.325 -0.156 3.064 0.08
H 4.041 -2.522 4.151 0.27
H 4.364 -1.270 2.956 0.18
H 3.088 0.243 2.549 0.11
H 1.415 0.279 3.149 -0.19
C 0.833 3.416 -2.919 0.27
O 1.028 2.931 -1.799 -0.26
N 0.348 4.628 -3.067 -0.40
N 1.187 2.736 -4.014 -0.21
H 0.067 4.985 -3.963 0.16
H 0.385 5.171 -2.220 0.25
H 1.071 3.236 -4.881 0.16
H 1.791 1.926 -4.017 0.16
C -4.405 0.622 1.299 0.45
O -3.532 0.405 2.140 -0.60
N -4.415 1.689 0.524 -0.16
N -5.401 -0.231 0.981 -0.43
H -5.175 1.724 -0.129 0.18
H -3.693 2.391 0.608 0.00
H -5.958 -0.062 0.164 0.17
H -5.339 -1.141 1.406 0.25
C -3.475 -1.664 -1.636 0.27
O -3.317 -0.536 -2.096 -0.65
N -2.910 -2.078 -0.493 0.39
N -4.253 -2.599 -2.222 -0.41
H -3.088 -3.023 -0.202 0.22
H -2.407 -1.415 0.076 -0.81
H -4.451 -3.467 -1.756 0.15
H -4.758 -2.389 -3.065 0.25
C 4.529 1.327 -1.195 0.43
O 4.987 1.833 -0.169 -0.70
N 5.042 1.439 -2.392 -0.27
N 3.397 0.580 -1.229 0.15
H 4.613 0.990 -3.182 0.20
H 5.929 1.902 -2.496 0.20
H 2.850 0.514 -0.387 -0.38
H 3.046 0.328 -2.139 0.29
C 2.309 3.763 1.406 0.46
O 2.300 4.165 2.568 -0.86
N 2.920 4.464 0.430 -0.27
N 1.770 2.610 0.975 1.41
H 3.328 5.344 0.692 0.24
H 2.935 4.135 -0.520 0.09
H 1.561 2.611 -0.016 -0.44
H 1.126 2.208 1.652 -0.40
C 1.560 -4.929 1.288 -1.82
C 1.306 -3.424 1.214 1.31
C 2.382 -2.686 0.443 -1.30
O 0.071 -3.210 0.535 -0.64
H 2.379 -5.170 1.969 0.41
H 1.871 -5.355 0.333 0.33
H 0.698 -5.486 1.653 0.40
H 1.163 -3.000 2.212 0.13
H 2.144 -1.673 0.113 -0.01
H 2.575 -3.178 -0.513 0.49
H 3.279 -2.627 1.063 0.40
H -0.103 -2.285 0.772 -0.22
C -1.316 -2.767 5.622 -1.63
C -1.594 -1.902 4.373 1.41
C -2.002 -2.831 3.227 -1.14
O -2.582 -0.880 4.486 -0.61
H -0.449 -3.408 5.460 0.34
H -2.175 -3.406 5.825 0.41
H -1.030 -2.167 6.486 0.41
H -0.696 -1.391 4.015 -0.25
H -1.337 -3.693 3.138 0.29
H -2.174 -2.438 2.225 -0.19
H -2.931 -3.292 3.581 0.51
H -2.641 -0.553 3.579 0.30
C 1.267 -1.275 -3.721 -0.65
C 2.718 -1.085 -4.121 0.33
C 3.044 -1.874 -5.406 -1.32
O 2.866 0.328 -4.231 -0.73
H 1.054 -2.322 -3.474 0.48
H 0.496 -1.114 -4.474 0.45
H 1.026 -0.863 -2.738 -0.22
H 3.461 -1.362 -3.368 0.13
H 3.367 -2.900 -5.243 0.35
H 3.832 -1.325 -5.932 0.42
H 2.219 -1.883 -6.120 0.33
H 3.547 0.477 -4.898 0.29

=====

Entry 6:
32
Properties=species:S:1:pos:R:3:lowdin_spin:R:1 method="wB97M-V/def2-TZVPD" spin_multiplicity=2 homo_energy_ev="-0.0484 / 0.3789" de_lowest_kcal_mol=24.1 gap_ev="4.72 / 4.29" lumo_ev="4.67 / 4.67" charge=-2 s_squared=0.87
V 0.202 -0.805 -0.113 0.91
O -0.313 4.305 -0.194 0.00
C -0.667 3.349 0.792 0.00
C -0.442 1.903 0.308 0.00
C -0.803 1.018 1.524 0.00
O -0.167 1.417 2.708 0.00
C 1.022 1.751 -0.157 0.00
Se 2.213 0.495 0.821 0.02
C -1.412 1.629 -0.852 0.00
Se -2.062 -0.235 -1.025 0.03
H -0.479 5.178 0.177 0.00
H -1.731 3.469 1.054 0.00
H -0.068 3.503 1.701 0.00
H -0.576 -0.047 1.318 0.00
H -1.883 1.104 1.710 0.00
H 0.775 1.180 2.599 0.00
H 1.523 2.722 -0.109 0.00
H 1.072 1.404 -1.198 0.00
H -0.958 1.885 -1.814 0.00
H -2.316 2.235 -0.742 0.00
N 0.524 -4.017 -1.017 0.00
C 0.200 -3.729 0.283 0.01
N -0.020 -4.619 1.244 0.00
N -0.340 -3.885 2.315 0.00
N -0.316 -2.630 2.025 0.01
N 0.023 -2.477 0.748 -0.01
C 0.945 -3.038 -1.884 0.01
N 1.409 -3.235 -3.112 0.00
N 1.658 -2.007 -3.575 0.00
N 1.365 -1.122 -2.687 0.01
N 0.912 -1.725 -1.594 -0.01
H 0.714 -4.977 -1.254 0.00

=====

Entry 7:
38
Properties=species:S:1:pos:R:3:mulliken_charge:R:1 method="wB97M-V/def2-TZVPD" homo_energy_ev=-7.4116 de_lowest_kcal_mol=0.0 gap_ev=7.58 lumo_ev=0.17 charge=0
C 0.817 -1.170 -5.692 -0.53
C 0.791 0.329 -5.979 -0.82
H 1.844 -1.546 -5.684 0.28
H 0.276 -1.719 -6.467 0.27
H 0.370 -1.420 -4.725 0.00
H 1.137 0.916 -5.125 0.20
H 1.439 0.561 -6.828 0.33
H -0.217 0.664 -6.239 0.26
Ca 0.355 -0.177 -0.633 0.85
C -0.784 1.407 -1.969 -1.58
H -0.087 2.159 -2.372 0.26
H -1.688 1.920 -1.626 0.29
H -1.071 0.731 -2.791 0.35
I 0.329 -2.737 -2.003 -0.43
C -0.894 -1.940 1.574 -0.57
P -2.258 -0.745 1.257 0.32
C -3.006 -0.825 2.953 -1.21
C -1.446 0.953 1.445 -1.27
C -0.259 1.157 2.418 -0.53
P 1.490 0.884 1.820 0.36
C 2.463 1.892 3.019 -1.24
C 1.910 -0.735 2.579 -1.06
H -1.362 -2.934 1.625 0.33
H -0.414 -1.772 2.542 0.10
H -0.140 -2.097 0.769 0.00
H -2.246 -0.786 3.745 0.32
H -3.712 0.003 3.102 0.37
H -3.558 -1.769 3.055 0.38
H -1.238 1.361 0.429 0.58
H -2.295 1.563 1.797 0.43
H -0.257 2.226 2.703 0.45
H -0.414 0.553 3.329 0.36
H 2.086 1.792 4.049 0.34
H 3.506 1.545 2.996 0.40
H 2.460 2.952 2.736 0.38
H 1.220 -1.013 3.383 0.32
H 1.928 -1.532 1.825 0.30
H 2.926 -0.649 2.985 0.42

=====

Entry 8:
14
Properties=species:S:1:pos:R:3:mulliken_charge:R:1 method="wB97M-V/def2-TZVPD" homo_energy_ev=-8.8621 de_lowest_kcal_mol=80.5 gap_ev=9.81 lumo_ev=0.95 charge=0
C -0.897 -1.239 0.188 -0.30
C -1.285 0.162 -0.372 -0.51
O -0.661 1.122 0.477 -0.36
C 0.582 0.734 0.724 0.19
C 1.546 0.448 -0.311 -0.90
O 0.372 -1.181 0.714 -0.60
H -1.619 -1.518 0.969 0.34
H -1.059 -1.945 -0.657 0.26
H -0.949 0.328 -1.402 0.27
H -2.354 0.347 -0.304 0.35
H 1.010 1.358 1.538 0.37
H 1.726 1.521 -0.533 0.35
H 2.419 -0.034 0.141 0.28
H 1.169 -0.104 -1.172 0.28